Below is a structure of composition C16H32ClNiO10, with properties calculated with ωB97M-V/def2-TZVPD.

Properties
- gap between HOMO and LUMO (spin up / spin down) (hartree) = 0.2877 / 0.2348
- <S²> = 2.005
- calculated total energy (a.u.) = -3349.44847
- LUMO (spin up / spin down) (eV) = -3.66 / -5.10
- E_HOMO (spin up / spin down) (hartree) = -0.422 / -0.422

```
! wB97M-V def2-TZVPD RIJCOSX def2/J DEFGRID3
* xyz 1 3
Ni -0.9371 1.8304 -1.2514
Cl 1.3723 1.1096 -1.1988
C 0.4852 -3.1803 -0.7425
C 0.3435 -2.2840 0.4958
O -1.0589 -2.0645 0.7016
C -1.8863 -1.1458 0.1762
O -1.6137 -0.0633 -0.3641
O -3.1574 -1.3927 0.6301
C -4.2631 -0.4831 0.4649
H 0.5662 -4.2012 -0.3691
H 1.4444 -2.9516 -1.2070
H -0.2681 -2.9564 -1.4978
H 0.8599 -1.3317 0.3747
H 0.9152 -2.7582 1.2936
H -3.9609 0.5348 0.7107
H -5.0597 -0.7205 1.1701
H -4.6670 -0.5930 -0.5416
C -2.9035 2.0802 2.8091
C -2.7177 3.5931 2.5083
O -1.3408 3.9406 2.5750
C -0.3685 3.5646 1.6528
O -0.5353 2.9526 0.5838
O 0.8455 3.8641 2.2347
C 2.0415 3.7396 1.5938
H -2.6271 1.9422 3.8544
H -2.3419 1.5083 2.0704
H -3.9778 1.9074 2.7450
H -3.1928 4.3041 3.1842
H -3.1237 3.8819 1.5389
H 2.0916 2.7357 1.1720
H 2.8838 3.9070 2.2651
H 2.1558 4.4742 0.7966
C 1.0727 -2.1135 -4.3271
C 0.4276 -0.7962 -4.3711
O -0.9427 -0.9322 -4.3288
C -1.7180 -0.1220 -3.6970
O -1.3654 0.8203 -2.9398
O -2.9776 -0.5653 -4.0153
C -4.1745 0.1962 -3.5395
H 2.0089 -2.0604 -4.8827
H 0.4696 -2.9007 -4.7795
H 1.1727 -2.4717 -3.3025
H 0.5267 -0.5614 -5.4309
H 0.9871 -0.0971 -3.7496
H -4.0146 1.2555 -3.7404
H -4.1754 0.1097 -2.4529
H -5.1610 -0.0481 -3.9336
C 4.7747 -1.8368 2.3409
C 3.5738 -1.8009 1.4479
C 3.1547 -0.3704 1.5470
O 3.8372 0.2008 2.6998
C 4.4833 -0.8361 3.4583
H 5.7081 -1.6143 1.8238
H 4.9842 -2.7770 2.8510
H 2.7836 -2.4383 1.8448
H 3.8532 -2.1695 0.4609
H 2.0994 -0.2767 1.8031
H 3.3413 0.1312 0.5975
H 3.8515 -1.1759 4.2789
H 5.4154 -0.4935 3.9077
*
```

***

Below is a cluster of 4 separate species, C34H37F4IN4O12 in total, with properties calculated with ωB97M-V/def2-TZVPD.

Properties
- SMILES = CCCOc1nc2c(CC(=O)F)c(CCC)c(I)c(CCCCn3cccc3)c2nc1N=C=O.O=C1OC[C@@H](F)O1.O=C1OC[C@@H](F)O1.O=C1OC[C@@H](F)O1
- gap between HOMO and LUMO (hartree) = 0.2257
- calculated total energy (a.u.) = -3135.96828
- LUMO (eV) = -1.48
- E_HOMO (hartree) = -0.280

```
! wB97M-V def2-TZVPD RIJCOSX def2/J DEFGRID3
* xyz 0 1
C 2.9913 -2.8726 3.1326
C 4.5372 -2.3572 2.9557
C 5.1122 -2.4125 1.4137
O 4.0822 -2.5305 0.3730
C 3.3442 -1.2773 0.1565
N 3.7904 -0.0137 0.8354
C 2.9098 1.1676 0.5480
C 3.2817 2.6299 1.2554
C 4.6226 2.6898 2.2307
C 6.0123 2.3024 1.4441
O 6.0918 2.4903 0.1190
F 7.1606 1.7841 2.2356
C 2.3931 3.9957 1.0739
C 2.6777 5.4497 1.7775
C 3.2140 6.5998 0.6974
C 2.4207 8.0285 0.8333
C 1.0382 3.8726 0.1042
I -0.2782 5.6397 -0.2447
C 0.6849 2.4297 -0.5903
C -0.7031 2.3446 -1.5144
C -1.9324 2.0850 -0.4473
C -3.4006 1.8501 -1.1416
C -4.5228 1.9945 0.0857
N -3.9468 1.5169 1.4237
C -3.7579 0.0604 1.8752
C -3.0554 -0.0498 3.3828
C -2.8211 1.4947 3.8945
C -3.4197 2.3155 2.6080
C 1.5951 1.0392 -0.4007
N 1.0938 -0.1758 -1.1292
C 2.0168 -1.3132 -0.7862
N 1.6475 -2.6806 -1.3995
C 0.2917 -2.9180 -1.2134
O -0.9431 -3.3595 -0.8951
H 2.8645 -3.3127 4.2286
H 2.3120 -1.8909 3.1158
H 2.6437 -3.6784 2.3558
H 4.6936 -1.2976 3.4648
H 5.2102 -3.1051 3.5982
H 5.9056 -1.5436 1.2114
H 5.7581 -3.4152 1.3502
H 4.3982 1.9904 3.1708
H 4.8006 3.7707 2.6993
H 3.3719 5.4188 2.7208
H 1.6199 5.8413 2.1662
H 2.9783 6.1633 -0.3666
H 4.3747 6.6632 0.8454
H 1.2980 7.9229 1.1922
H 2.3663 8.5048 -0.2531
H 2.9600 8.8184 1.5375
H -0.6673 1.4332 -2.2747
H -0.8441 3.3078 -2.1637
H -2.0296 3.0784 0.2025
H -1.6020 1.1553 0.2216
H -3.6245 2.5664 -2.0495
H -3.4959 0.7202 -1.5101
H -5.5222 1.4175 -0.1862
H -4.7478 3.1589 0.1813
H -4.0231 -0.9402 1.3177
H -2.7587 -1.0065 3.9921
H -2.3818 1.9229 4.8911
H -3.4204 3.4919 2.6536
O -3.3593 -9.2079 -3.4449
C -2.9059 -8.0881 -3.2766
O -2.6129 -7.5552 -2.0511
C -1.9933 -6.3085 -2.2956
C -2.4940 -5.9597 -3.6555
F -1.5743 -5.2420 -4.3386
O -2.6368 -7.2126 -4.2854
H -0.9055 -6.4314 -2.2633
H -2.2855 -5.5712 -1.5430
H -3.4549 -5.4343 -3.6588
O 1.7070 -10.1772 2.3446
C 0.9434 -9.5583 1.6222
O -0.0504 -8.7375 2.0805
C -0.6119 -8.1160 0.9419
C -0.2653 -9.0690 -0.1505
F -0.0783 -8.4157 -1.3192
O 0.9713 -9.6062 0.2608
H -0.1555 -7.1300 0.8045
H -1.6918 -7.9898 1.0566
H -0.9908 -9.8780 -0.2874
O -2.4930 4.3618 -2.3456
C -3.2566 4.9807 -3.0680
O -4.2504 5.8015 -2.6097
C -4.8119 6.4230 -3.7483
C -4.4653 5.4700 -4.8408
F -4.2783 6.1234 -6.0094
O -3.2287 4.9329 -4.4295
H -4.3555 7.4090 -3.8857
H -5.8918 6.5493 -3.6336
H -5.1908 4.6610 -4.9776
*
```

***

Below is a structure of composition C32H34N9O4RbS3, with properties calculated with ωB97M-V/def2-TZVPD.

Properties
- gap between HOMO and LUMO (hartree) = 0.1858
- calculated total energy (a.u.) = -3252.31780
- LUMO (eV) = 3.49
- E_HOMO (hartree) = -0.058

```
! wB97M-V def2-TZVPD RIJCOSX def2/J DEFGRID3
* xyz -2 1
Rb 0.8144 0.1483 -0.1100
C 1.7225 -3.4555 -0.7484
C 0.1934 -3.6053 -0.8725
C -0.3275 -2.8104 -2.0280
C -0.3116 -3.3318 -3.3216
C -0.8330 -2.5786 -4.3580
C -1.3313 -1.3151 -4.0748
C -1.2740 -0.8674 -2.7623
N -0.7970 -1.5991 -1.7707
N 2.0514 -2.3237 0.0829
C 3.3215 -1.7052 -0.2172
C 3.3638 -0.9846 -1.5303
C 4.5189 -0.2800 -1.8850
C 4.5572 0.3846 -3.0906
C 3.4385 0.3473 -3.9130
C 2.3329 -0.3455 -3.4618
N 2.2987 -1.0111 -2.3182
C 1.9376 -2.6924 1.4913
C 2.4114 -1.6266 2.4491
C 3.4648 -1.9284 3.2979
C 3.7242 -1.0299 4.3522
C 3.0789 0.1575 4.3901
C 2.2423 0.5522 3.2331
N 1.6983 -0.5127 2.4893
H 2.1448 -3.3193 -1.7470
H 2.1399 -4.3958 -0.3324
H -0.2806 -3.2261 0.0314
H -0.0706 -4.6578 -1.0013
H 0.0912 -4.3192 -3.5048
H -0.8511 -2.9743 -5.3674
H -1.7644 -0.6995 -4.8491
H -1.6546 0.1074 -2.4871
H 4.1675 -2.4268 -0.1712
H 3.5054 -0.9427 0.5467
H 5.3619 -0.2529 -1.2114
H 5.4368 0.9382 -3.3878
H 3.4298 0.8546 -4.8664
H 1.4274 -0.4062 -4.0560
H 2.5163 -3.6191 1.6822
H 0.8886 -2.8981 1.7163
H 3.9757 -2.8831 3.2400
H 4.3895 -1.3262 5.1620
H 3.1896 0.8503 5.2125
H 1.4494 1.2617 3.5030
C 0.4009 2.9066 -2.0181
C -0.9761 2.9748 -2.5983
C -1.1871 3.4519 -3.9066
C -2.4546 3.4356 -4.4265
C -3.5355 2.9752 -3.6452
C -4.8591 2.9083 -4.1105
C -5.8582 2.5065 -3.2481
C -5.5906 2.2034 -1.9253
C -4.2965 2.2507 -1.4022
S -4.0429 1.9652 0.2501
C -3.2297 2.5966 -2.2997
N -1.9741 2.5771 -1.8413
H 1.0343 3.7066 -2.4002
H 0.8674 1.9506 -2.2697
H 0.3611 2.9680 -0.9328
H -0.3549 3.8318 -4.4864
H -2.6457 3.7869 -5.4359
H -5.0873 3.1770 -5.1364
H -6.8812 2.4432 -3.6041
H -6.3942 1.9275 -1.2558
C -1.2695 2.6075 3.3162
C -1.5226 1.2046 3.6912
N -1.7157 0.7208 4.8838
N -1.9369 -0.6109 4.6845
C -1.8439 -0.9537 3.3736
S -2.0653 -2.4691 2.7653
N -1.6025 0.2289 2.7379
N -1.4082 0.4113 1.3908
H -1.1612 3.2257 4.2015
H -2.0952 2.9662 2.7021
H -0.3638 2.6542 2.7034
H -2.0260 -1.2534 5.4530
H -0.6059 1.0391 1.2779
H -2.2160 0.9088 0.9720
O 3.0862 3.5482 1.2198
S 2.5138 2.2188 1.1473
O 3.1525 1.3903 2.3450
O 1.0561 2.2340 1.3237
O 2.8746 1.5227 -0.0902
*
```